Record 1
This record from the Open Molecules 2025 dataset describes 6 unconnected molecules or ions with the total composition C3H20N3O5. The level of theory is ωB97M-V with the def2-TZVPD basis set.

XYZ file:
```
31
Properties=species:S:1:pos:R:3
C 0.71 2.29 0.36
C 0.85 1.73 1.76
N 0.33 0.38 1.89
C 0.99 -0.75 1.62
N 0.25 -1.76 1.19
N 2.29 -0.91 1.91
H -0.18 1.93 -0.14
H 1.54 1.91 -0.24
H 0.90 3.36 0.29
H 1.88 1.72 2.13
H 0.32 2.36 2.47
H -0.67 0.28 1.72
H -0.71 -1.57 0.94
H 0.45 -2.69 1.51
H 2.74 -1.74 1.56
H 2.87 -0.08 1.88
H -0.17 1.17 -2.79
H -0.39 -0.23 -2.46
O -0.90 0.53 -2.77
H -1.29 -2.30 -2.68
H -1.08 -3.50 -1.78
O -1.38 -2.58 -1.76
H -3.08 -1.20 1.39
H -2.65 -0.20 0.32
O -2.29 -0.77 1.05
H -3.34 1.45 -1.23
H -2.03 0.73 -1.56
O -2.62 0.96 -0.81
H 2.10 -0.48 -2.60
H 2.72 0.16 -1.48
O 1.84 -0.19 -1.70
```

The max |F| comes out at 0.0374 hartree/bohr. As for the HOMO energy: -0.5058 Ha. The HOMO-LUMO gap comes out at 0.403 Ha. The net charge is +1.

Atomic charges from the Löwdin analysis, expressed in e, are listed below:
1 C -0.05
2 C -0.20
3 N 0.10
4 C -0.43
5 N 0.21
6 N 0.21
7 H 0.06
8 H 0.05
9 H 0.09
10 H 0.11
11 H 0.12
12 H 0.12
13 H 0.06
14 H 0.13
15 H 0.13
16 H 0.12
17 H 0.07
18 H 0.03
19 O -0.04
20 H 0.04
21 H 0.05
22 O -0.05
23 H 0.08
24 H 0.01
25 O -0.08
26 H 0.08
27 H 0.01
28 O -0.06
29 H 0.06
30 H 0.05
31 O -0.07

Record 2
This record from the Open Molecules 2025 dataset describes 8 unconnected molecules or ions with the total composition C3H22N6O8. The level of theory is ωB97M-V with the def2-TZVPD basis set.

XYZ file:
```
39
Properties=species:S:1:pos:R:3
N -2.94 1.65 -1.22
C -2.49 0.47 -0.73
N -2.96 0.04 0.52
O -1.53 -0.07 -1.26
H -3.79 2.06 -0.85
H -2.43 2.09 -2.02
H -2.70 -0.82 1.00
H -3.95 0.21 0.69
N 1.75 1.79 1.21
C 0.35 1.98 1.37
N -0.35 0.93 1.97
O -0.13 3.00 0.85
H 2.03 0.86 1.58
H 2.36 2.55 1.39
H 0.19 0.22 2.42
H -1.32 0.96 2.13
N -0.70 -4.16 1.67
C -1.16 -2.99 1.12
N -1.09 -2.80 -0.19
O -1.66 -2.08 1.80
H -0.38 -3.99 2.61
H -0.07 -4.62 1.05
H -1.22 -1.84 -0.45
H -0.53 -3.30 -0.84
O 2.27 -2.27 -0.21
H 3.11 -2.53 -0.51
H 2.01 -1.46 -0.71
O -0.86 3.50 -2.35
H -0.37 2.78 -2.71
H -0.33 3.69 -1.55
O 3.70 2.21 -3.47
H 3.54 3.14 -3.36
H 4.55 2.17 -3.00
O 1.21 0.23 -1.38
H 0.28 0.08 -1.68
H 1.16 1.15 -1.04
O 1.37 -1.28 2.18
H 1.66 -2.05 2.66
H 1.42 -1.52 1.29
```

The max |F| comes out at 0.0738 hartree/bohr. As for the HOMO energy: -0.3491 Ha. The HOMO-LUMO gap comes out at 0.362 Ha. The net charge is 0.

Atomic charges from the Löwdin analysis, expressed in e, are listed below:
1 N 0.17
2 C -0.61
3 N 0.15
4 O -0.02
5 H 0.10
6 H 0.11
7 H 0.04
8 H 0.10
9 N 0.12
10 C -0.58
11 N 0.19
12 O -0.01
13 H 0.08
14 H 0.08
15 H 0.04
16 H 0.07
17 N 0.16
18 C -0.67
19 N 0.20
20 O -0.02
21 H 0.10
22 H 0.08
23 H 0.06
24 H 0.10
25 O -0.05
26 H 0.02
27 H 0.04
28 O -0.05
29 H 0.02
30 H 0.04
31 O -0.06
32 H 0.01
33 H 0.05
34 O -0.08
35 H 0.02
36 H 0.03
37 O -0.03
38 H 0.05
39 H -0.03